Entry from the Open Molecules 2025 dataset: C31H39Br3IIrN5P2 as an isolated structure in a non-equilibrium geometry (the ωB97M-V functional and the def2-TZVPD basis).

Geometry as ORCA input:
```
! RIJCOSX wB97M-V def2-TZVPD def2/J DEFGRID3
* xyz 3 1
Ir -0.51 0.22 -0.20
C -3.08 -1.91 0.79
P -2.47 -0.21 0.82
C -3.89 0.65 0.07
C -2.35 0.29 2.56
C -3.45 0.21 3.41
C -3.32 0.60 4.74
C -2.10 1.06 5.21
C -1.00 1.13 4.37
C -1.11 0.74 3.05
P 0.30 0.76 1.90
C 1.05 2.42 1.90
C 1.67 -0.11 2.70
H -4.16 -1.87 0.97
H -2.62 -2.53 1.55
H -2.91 -2.36 -0.19
H -4.75 0.54 0.73
H -4.11 0.16 -0.87
H -3.73 1.71 -0.10
H -4.40 -0.15 3.05
H -4.17 0.54 5.40
H -2.01 1.37 6.25
H -0.06 1.50 4.77
H 1.57 2.54 2.85
H 0.37 3.25 1.78
H 1.80 2.44 1.10
H 1.63 0.15 3.76
H 2.60 0.25 2.28
H 1.63 -1.19 2.59
Br -3.35 6.14 -1.64
C -2.50 4.56 -1.19
C -2.28 4.21 0.14
C -1.65 3.02 0.41
N -1.21 2.17 -0.53
C -1.46 2.49 -1.82
C -2.10 3.66 -2.18
C -1.05 1.50 -2.84
C -1.00 1.80 -4.19
C -0.58 0.83 -5.09
Br -0.52 1.21 -6.91
C -0.20 -0.41 -4.61
C -0.25 -0.63 -3.25
N -0.69 0.28 -2.37
H -2.60 4.85 0.95
H -1.54 2.72 1.44
H -2.31 3.88 -3.21
H -1.26 2.78 -4.55
H 0.15 -1.19 -5.27
H 0.08 -1.57 -2.85
Br 5.34 1.01 0.65
C 4.88 1.62 -1.08
C 5.74 2.50 -1.72
C 5.42 2.98 -2.98
C 4.24 2.60 -3.61
C 3.38 1.72 -2.97
C 3.71 1.23 -1.72
I 2.42 -0.16 -0.82
H 6.65 2.80 -1.23
H 6.10 3.67 -3.47
H 3.99 2.98 -4.59
H 2.46 1.40 -3.46
C 2.00 -3.86 1.89
N 0.76 -3.16 1.52
C -0.10 -2.76 2.63
C 0.44 -2.97 0.22
N -0.13 -1.89 -0.31
N 0.74 -4.01 -0.60
C 0.90 -3.84 -2.04
C 0.67 -5.40 -0.15
H 2.61 -3.22 2.53
H 2.57 -4.09 0.99
H 1.80 -4.78 2.43
H 0.50 -2.70 3.54
H -0.87 -3.51 2.81
H -0.57 -1.80 2.46
H -0.55 -2.16 -1.19
H 1.42 -2.91 -2.25
H -0.05 -3.88 -2.57
H 1.53 -4.65 -2.40
H 0.35 -5.45 0.89
H 1.63 -5.89 -0.25
H -0.06 -5.93 -0.76
*
```

Values from the calculation:
* LUMO energy: -8.92 eV
* HOMO level: -15.89 eV
* max |F|: 1.1 eV/A
* relative energy (zero: lowest compared OMol25 entry of this formula, charge and spin): 65.5 kJ/mol

=====

Entry from the Open Molecules 2025 dataset: C31H39ClF7I2N4O7STl as an isolated structure (the ωB97M-V functional and the def2-TZVPD basis).

Geometry as ORCA input:
```
! RIJCOSX wB97M-V def2-TZVPD def2/J DEFGRID3
* xyz -2 1
Tl -2.48 0.49 0.43
C -1.03 -2.34 2.37
C 0.13 -2.68 1.46
N 0.05 -2.17 0.09
C 1.27 -2.58 -0.59
C 1.48 -2.06 -2.00
C -1.17 -2.62 -0.59
C -1.60 -1.75 -1.80
N -2.88 -1.10 -1.59
C -4.00 -1.55 -2.13
C -5.19 -0.78 -1.93
F -5.09 0.35 -1.20
C -6.41 -1.11 -2.45
F -7.46 -0.29 -2.22
C -6.62 -2.25 -3.23
C -5.50 -3.03 -3.42
F -5.61 -4.17 -4.15
C -4.25 -2.71 -2.91
F -3.26 -3.62 -3.17
H -0.80 -2.68 3.39
H -1.97 -2.79 2.08
H -1.19 -1.26 2.42
H 0.27 -3.78 1.44
H 1.05 -2.27 1.89
H 1.32 -3.68 -0.61
H 2.11 -2.24 0.03
H 0.75 -2.46 -2.70
H 2.47 -2.36 -2.34
H 1.42 -0.97 -2.04
H -2.00 -2.58 0.11
H -1.06 -3.68 -0.89
H -1.56 -2.34 -2.72
H -0.86 -0.95 -1.91
H -7.58 -2.51 -3.63
C 4.02 0.43 4.95
C 4.10 0.55 3.43
C 4.66 -0.77 2.87
C 5.06 1.70 3.08
C 2.73 0.83 2.81
C 1.58 1.02 3.55
C 0.38 1.26 2.89
N 0.28 1.31 1.57
C 1.38 1.15 0.84
C 2.62 0.91 1.42
C 1.20 1.29 -0.64
C 2.25 1.16 -1.53
C 2.05 1.35 -2.90
C 0.76 1.66 -3.30
C -0.24 1.75 -2.35
N -0.04 1.58 -1.05
C 3.23 1.25 -3.87
C 4.11 2.49 -3.68
C 4.05 -0.01 -3.58
C 2.76 1.19 -5.32
H 5.01 0.21 5.35
H 3.34 -0.37 5.26
H 3.68 1.36 5.41
H 5.64 -0.97 3.31
H 4.77 -0.73 1.79
H 4.00 -1.60 3.11
H 6.03 1.52 3.53
H 4.67 2.65 3.45
H 5.19 1.79 2.00
H 1.58 0.99 4.63
H -0.54 1.43 3.44
H 3.49 0.78 0.80
H 3.24 0.91 -1.17
H 0.51 1.83 -4.34
H -1.26 1.97 -2.65
H 4.49 2.55 -2.66
H 3.55 3.40 -3.88
H 4.96 2.45 -4.37
H 4.54 0.03 -2.60
H 4.83 -0.12 -4.33
H 3.43 -0.91 -3.60
H 2.26 2.11 -5.62
H 2.07 0.36 -5.48
H 3.62 1.04 -5.98
I -2.94 4.10 -0.13
I -1.55 5.35 -2.16
O -4.39 -2.00 3.96
Cl -4.65 -1.35 2.69
O -3.89 -2.02 1.65
O -6.05 -1.41 2.39
O -4.20 0.03 2.75
F -5.38 3.86 4.98
C -5.00 2.85 4.18
F -6.08 2.42 3.54
F -4.55 1.88 4.97
S -3.69 3.43 2.97
O -3.62 4.86 3.18
O -4.31 3.07 1.68
O -2.50 2.68 3.27
*
```

Values from the calculation:
* LUMO energy: 3.24 eV
* HOMO level: -1.89 eV
* max |F|: 0.4 eV/A
* relative energy (zero: lowest compared OMol25 entry of this formula, charge and spin): 110.0 kJ/mol